ORCA calculation (ωB97M-V/def2-TZVPD) on a 2-piece molecular cluster, C22H25N2 overall at a distorted geometry.

Values from the calculation:
Energy above the lowest of the compared OMol25 structures with the same formula, charge and spin, kcal/mol: 19.3
Maximum force, eV/A: 1.15
Total charge: +1
Orbital gap, eV: 5.6
E, eV: -26192.77956

Positions of all 49 atoms, in Å:
C 2.02366 -1.16398 2.35521
C 1.95690 0.22450 2.95415
N 0.67321 0.89303 2.76760
C -0.36990 0.13461 2.65185
C -1.82272 0.60568 2.57294
C -2.64210 -0.68262 2.72901
C -1.65348 -1.85398 2.74859
N -0.36198 -1.21734 2.64414
C 0.83113 -2.00267 2.75862
H 2.05136 -1.07448 1.26522
H 2.94023 -1.65941 2.67957
H 2.18610 0.15699 4.03507
H 2.70165 0.88567 2.49591
H -2.02865 1.33872 3.36259
H -2.01732 1.08557 1.60435
H -3.20350 -0.66876 3.66728
H -3.34665 -0.81560 1.90440
H -1.73049 -2.44676 3.67431
H -1.81441 -2.54585 1.90777
H 0.73205 -2.88913 2.12078
H 0.95549 -2.35504 3.79632
C 2.28824 4.27415 0.28103
C 3.21974 4.95594 -0.56815
C 3.24206 4.68229 -1.96508
C 4.19486 5.26182 -2.79525
C 5.13935 6.16285 -2.27248
C 5.11023 6.48150 -0.90616
C 4.16952 5.89520 -0.06188
C 2.15452 4.52428 1.64334
C 1.47539 3.71368 2.55665
C 1.23145 4.13957 3.90270
C 0.73476 3.24196 4.88602
C 0.61954 3.62429 6.21950
C 0.99859 4.91835 6.62148
C 1.42737 5.84518 5.65904
C 1.49838 5.48297 4.31843
H 1.63915 3.52170 -0.17617
H 2.48842 3.99957 -2.36455
H 4.20677 5.01463 -3.85788
H 5.89037 6.61223 -2.92471
H 5.83035 7.19197 -0.49530
H 4.16377 6.14943 0.99980
H 2.62474 5.43566 2.02115
H 1.13567 2.72798 2.24662
H 0.46462 2.23737 4.54956
H 0.24327 2.91348 6.95721
H 0.94711 5.20908 7.67131
H 1.70728 6.85937 5.95247
H 1.76433 6.23097 3.56826

Forces on atoms 1 to 6 (eV/Å):
C 0.4 -0.1 -0.5
C -0.1 0.2 0.3
N -1.0 -0.4 -0.2
C 0.3 0.2 0.3
C 0.5 0.0 -0.2
C -0.5 -0.1 0.1

=====

ORCA calculation (ωB97M-V/def2-TZVPD) on C33H38IrN9O3S3 as an isolated structure at a distorted geometry.

Values from the calculation:
Energy above the lowest of the compared OMol25 structures with the same formula, charge and spin, kcal/mol: 0.0
Spin multiplicity: 2
Maximum force, eV/A: 1.12
Total charge: +3
Orbital gap (alpha / beta), eV: 5.8 / 5.7
E, eV: -89709.89751

Positions of all 87 atoms, in Å:
Ir -0.02457 0.10834 0.67479
O -2.20863 -4.11369 -3.17265
C -2.91449 -2.99452 -3.07383
C -4.12029 -2.96596 -3.78969
C -4.91320 -1.85111 -3.77547
C -4.54594 -0.70963 -3.03224
C -3.38724 -0.72512 -2.31567
C -2.52923 -1.85666 -2.30792
C -1.31626 -1.78614 -1.53757
O -0.99022 -0.71915 -0.93535
N -0.47378 -2.87501 -1.56598
N 0.69999 -2.64936 -1.06507
C 1.54954 -3.69258 -1.18882
S 3.18507 -3.40780 -0.80639
C 3.76266 -4.97894 -1.51882
C 2.68987 -6.01489 -1.26050
S 1.08445 -5.26413 -1.67621
H -1.39916 -4.04159 -2.63789
H -4.38880 -3.84831 -4.35403
H -5.83479 -1.84732 -4.34249
H -5.18206 0.16455 -3.04062
H -3.09363 0.13531 -1.73285
H 4.71169 -5.24114 -1.05459
H 3.91598 -4.80616 -2.58425
H 2.65017 -6.31786 -0.21426
H 2.82130 -6.89764 -1.88435
N 1.71773 3.32182 2.25700
C 1.89866 3.18430 3.66684
C 1.81042 4.30487 4.47165
C 2.00406 4.17261 5.84023
C 2.27734 2.92632 6.38378
C 2.34418 1.80122 5.56870
C 2.15877 1.93634 4.20404
S 2.35979 0.53511 3.13939
N 1.47810 1.03964 1.73872
C 1.45976 2.33636 1.42481
C 1.16041 2.63074 -0.00437
C 1.52573 3.78928 -0.65356
C 1.29410 3.88423 -2.02419
C 0.72071 2.81597 -2.68562
C 0.37570 1.67952 -1.96534
N 0.59249 1.59427 -0.65609
H 1.65987 4.26903 1.91071
H 1.59920 5.27605 4.03945
H 1.94515 5.04449 6.47602
H 2.44767 2.82367 7.44644
H 2.56921 0.83215 5.99638
H 2.01571 4.60094 -0.13303
H 1.57679 4.77962 -2.56122
H 0.54812 2.84201 -3.75216
H -0.07193 0.81594 -2.43502
N -1.68973 1.14183 0.97243
C -2.78140 1.42313 0.67119
N -3.99333 1.72420 0.36326
C -4.31775 2.97531 -0.37145
C -4.94434 3.95765 0.60626
O -6.06298 3.37710 1.23511
C -5.72581 2.24398 2.00226
C -5.14501 1.15486 1.11350
H -5.03262 2.70437 -1.14879
H -3.41151 3.36553 -0.83235
H -5.29772 4.83730 0.07127
H -4.20276 4.27345 1.35294
H -6.64255 1.88896 2.46950
H -5.00962 2.51177 2.79121
H -5.87422 0.83445 0.36928
H -4.80986 0.28964 1.68347
C 0.41665 -2.32246 2.34141
C -0.01157 -3.31827 3.45374
N -1.36520 -3.02945 3.89181
C -2.26641 -3.10566 2.75692
C -1.90146 -2.02678 1.70224
N -0.65925 -1.30172 2.12304
C -0.95910 -0.63581 3.43449
C -1.41865 -1.69677 4.47010
H 0.57917 -2.81548 1.38382
H 1.32405 -1.79213 2.61711
H 0.65822 -3.24815 4.31025
H 0.02997 -4.34248 3.08319
H -3.28917 -2.96627 3.10547
H -2.19963 -4.10310 2.32307
H -2.68923 -1.28073 1.60531
H -1.72097 -2.46365 0.72594
H -1.73184 0.10852 3.24977
H -0.05566 -0.12609 3.75570
H -2.43920 -1.49895 4.79671
H -0.78031 -1.66852 5.35242

Forces on atoms 1 to 6 (eV/Å):
Ir 0.1 -0.4 -0.6
O -0.2 0.0 0.0
C 0.1 -0.1 0.0
C 0.0 0.0 0.0
C 0.0 0.0 0.0
C 0.0 0.0 0.0

=====

ORCA calculation (ωB97M-V/def2-TZVPD) on C5H10NO2 as an isolated structure at a distorted geometry.

Values from the calculation:
Energy above the lowest of the compared OMol25 structures with the same formula, charge and spin, kcal/mol: 150.1
Maximum force, eV/A: 5.03
Total charge: -1
Orbital gap, eV: 5.9
E, eV: -10927.75615

Positions of all 18 atoms, in Å:
C 1.04460 0.29588 -0.69488
N 0.07575 -0.86202 -0.45346
C 2.03384 -0.15478 -1.82023
C -0.25954 -0.13426 1.85005
C -0.99747 -0.52718 0.52348
C -2.01966 0.44745 0.10379
O -3.03327 0.73293 1.04752
O 1.10994 1.44511 -0.19110
H 1.04716 -0.49631 0.14495
H 1.65820 -1.06378 -2.35788
H 1.95356 0.66351 -2.46490
H 3.06925 -0.09515 -1.46513
H -0.90523 0.13774 2.72019
H 0.37936 0.75177 1.52596
H 0.45451 -0.99120 2.08670
H -1.76972 -1.46949 0.67165
H -1.38236 1.25367 -0.33016
H -2.45891 0.06610 -0.89657

Forces on atoms 1 to 6 (eV/Å):
C -0.7 2.7 -3.2
N 1.7 3.0 0.6
C -1.0 -0.4 1.2
C 0.7 -0.1 -0.5
C -1.3 -3.3 2.5
C -2.4 2.0 -1.3

=====

ORCA calculation (ωB97M-V/def2-TZVPD) on a 2-piece molecular cluster, C10H19N2OS overall at a distorted geometry.

Values from the calculation:
Energy above the lowest of the compared OMol25 structures with the same formula, charge and spin, kcal/mol: 55.6
Maximum force, eV/A: 4.22
Total charge: +1
Orbital gap, eV: 9.3
E, eV: -26532.68587

Positions of all 33 atoms, in Å:
C -1.64701 1.01265 -1.51980
C -1.56880 0.52784 -0.30098
C 2.63500 -1.11849 -0.01075
C 1.07306 1.37419 0.43466
C 1.98364 2.02757 1.31845
C -3.06692 -1.41535 -0.81561
C -3.35080 0.22405 1.15468
C -1.67454 -1.53197 1.16612
C 4.77665 -0.63823 -1.15940
C -2.44535 -0.59999 0.29879
N 3.57057 -0.42200 -0.36817
N 1.36008 1.12205 -0.85407
O 1.64452 -1.52031 0.43634
S -0.55705 1.23924 1.06412
H -2.20564 0.32680 -2.14784
H 2.11996 3.06487 1.23860
H 3.06954 1.66005 1.28747
H 1.73599 1.90033 2.35240
H -2.21194 -1.84435 -1.44335
H -3.63191 -2.15257 -0.38624
H -3.67307 -0.88022 -1.58186
H -3.64064 1.16312 0.61118
H -2.83090 0.59620 2.01356
H -4.29041 -0.25351 1.32102
H -2.32822 -2.44371 1.34099
H -1.30858 -0.99910 2.12673
H -0.75068 -1.87616 0.68251
H 5.43335 0.23882 -0.93158
H 5.32306 -1.62860 -0.77518
H 4.58079 -0.64741 -2.32780
H 0.62445 0.54597 -1.23313
H 2.33869 1.04565 -1.14240
H -1.08687 1.90258 -1.84945

Forces on atoms 1 to 6 (eV/Å):
C 0.9 0.0 -0.2
C 0.8 -0.8 1.7
C 1.5 1.2 -0.2
C -2.0 0.5 -2.6
C 3.6 -1.3 1.8
C 1.9 1.7 -2.7